Below is a single C7H14O3 molecule in a non-equilibrium geometry, with properties calculated with ωB97M-V/def2-TZVPD.

ORCA input file:
```
! RIJCOSX wB97M-V def2-TZVPD def2/J DEFGRID3
* xyz 0 1
O -0.92 3.09 -2.45
C -1.51 2.14 -1.24
C -0.46 1.09 -0.98
O 0.53 2.08 -0.79
C -0.68 0.27 0.28
C 0.52 -0.60 0.64
C 0.32 -1.47 1.88
C 1.39 -2.54 1.71
O 1.59 -2.68 0.30
C 0.91 -1.65 -0.40
H -1.39 3.93 -2.39
H -2.42 1.69 -1.67
H -1.80 2.70 -0.34
H -0.27 0.48 -1.87
H 0.53 2.76 -1.65
H -0.92 0.93 1.12
H -1.56 -0.38 0.11
H 1.39 0.06 0.82
H 0.42 -0.92 2.82
H -0.69 -1.93 1.86
H 2.34 -2.23 2.17
H 1.11 -3.51 2.13
H 0.00 -2.06 -0.88
H 1.57 -1.26 -1.19
*
```

Computed properties:
Gap between HOMO and LUMO = 10.267 eV
E_LUMO = 0.77 eV
SMILES = OC[C@@H](O)C[C@H]1CCOC1


Below is a single C7H14O3 molecule in a non-equilibrium geometry, with properties calculated with ωB97M-V/def2-TZVPD.

ORCA input file:
```
! RIJCOSX wB97M-V def2-TZVPD def2/J DEFGRID3
* xyz 0 1
C -0.87 1.22 -1.70
C -1.19 0.75 -0.31
O -1.69 1.48 0.54
C -0.90 -0.71 0.04
C -1.52 -1.67 -0.99
O -1.44 -0.99 1.31
C 0.64 -0.82 0.08
C 1.27 0.53 0.51
C 1.71 0.53 1.96
O 2.29 0.90 -0.39
H -0.78 2.30 -1.72
H 0.04 0.77 -2.07
H -1.70 0.93 -2.36
H -1.35 -2.69 -0.66
H -1.10 -1.53 -1.98
H -2.60 -1.50 -1.03
H -1.83 -0.16 1.63
H 0.90 -1.62 0.79
H 1.02 -1.09 -0.91
H 0.50 1.35 0.44
H 2.10 1.51 2.24
H 0.87 0.28 2.60
H 2.50 -0.21 2.12
H 3.11 0.45 -0.15
*
```

Computed properties:
Gap between HOMO and LUMO = 10.815 eV
E_LUMO = 0.81 eV
SMILES = CC(=O)[C@](C)(O)C[C@@H](C)O


Below is a molecular structure, C7H14OPRuS in a non-equilibrium geometry, with properties calculated with ωB97M-V/def2-TZVPD.

ORCA input file:
```
! RIJCOSX wB97M-V def2-TZVPD def2/J DEFGRID3
* xyz 1 5
C 0.12 1.14 -1.99
C -0.91 0.31 -2.69
C -0.44 -1.00 -2.85
C 0.86 -1.12 -2.29
C 1.29 0.17 -1.75
Ru 0.66 1.39 0.05
P -0.31 3.41 0.14
H 0.33 2.18 -2.23
H -1.84 0.75 -3.02
H -1.00 -1.82 -3.30
H 2.33 0.54 -1.78
H 1.51 -1.99 -2.26
H -1.38 3.52 1.09
H -0.99 3.89 -1.02
H 0.44 4.58 0.47
C -0.09 -1.21 3.64
S 0.73 -0.96 2.04
C -0.04 -2.36 1.22
O -0.06 0.30 1.47
H 0.37 -2.09 4.10
H -1.16 -1.37 3.49
H 0.09 -0.34 4.27
H -0.79 -2.81 1.89
H -0.50 -2.04 0.28
H 0.77 -3.08 1.03
*
```

Computed properties:
Gap between HOMO and LUMO (alpha / beta) = 7.455 / 7.270 eV
E_LUMO (alpha / beta) = -3.12 / -4.57 eV
Expectation value of S² = 6.06


Below is a gas-phase ion, C7H14P (charge +1) in a non-equilibrium geometry, with properties calculated with ωB97M-V/def2-TZVPD.

ORCA input file:
```
! RIJCOSX wB97M-V def2-TZVPD def2/J DEFGRID3
* xyz 1 3
C 2.06 -0.77 0.01
C 0.83 0.09 0.14
C 3.29 -0.66 0.59
C 0.01 0.84 -0.94
C -0.34 2.31 -0.78
C -1.98 0.13 1.39
C -1.40 -2.02 -0.75
P -0.93 -0.45 -0.03
H 1.95 -1.54 -0.65
H 1.06 0.85 0.97
H 3.47 0.09 1.48
H 4.06 -1.34 0.48
H -0.04 0.61 -1.98
H 0.45 2.89 -1.22
H -0.41 2.75 0.26
H -1.26 2.66 -1.16
H -1.95 -0.68 2.10
H -2.98 0.40 1.14
H -1.38 0.98 1.81
H -0.95 -2.88 -0.29
H -0.95 -2.01 -1.81
H -2.59 -2.25 -0.77
*
```

Computed properties:
Gap between HOMO and LUMO (alpha / beta) = 6.468 / 8.727 eV
E_LUMO (alpha / beta) = -2.85 / -5.91 eV
Expectation value of S² = 2.01


Below is a single C7H14S molecule in a non-equilibrium geometry, with properties calculated with ωB97M-V/def2-TZVPD.

ORCA input file:
```
! RIJCOSX wB97M-V def2-TZVPD def2/J DEFGRID3
* xyz 0 1
C 0.42 2.16 -1.26
C 0.12 0.72 -1.78
C 0.71 -0.29 -0.82
S 2.21 -0.91 -1.09
C -0.05 -0.66 0.49
C -1.55 -0.23 0.42
C -0.05 -2.17 0.76
C 0.55 0.09 1.65
H 0.18 2.90 -2.02
H -0.14 2.34 -0.33
H 1.50 2.23 -1.08
H 0.57 0.55 -2.76
H -0.98 0.74 -1.86
H -1.68 0.86 0.37
H -2.03 -0.59 1.33
H -2.08 -0.81 -0.35
H -0.61 -2.47 1.64
H 1.01 -2.44 0.82
H -0.34 -2.75 -0.13
H 0.06 -0.22 2.59
H 0.60 1.18 1.58
H 1.59 -0.24 1.83
*
```

Computed properties:
Gap between HOMO and LUMO = 8.494 eV
E_LUMO = 0.00 eV
SMILES = CCC(=S)C(C)(C)C


Below is a molecular structure, C7H15AsBrFI2O2P in a non-equilibrium geometry, with properties calculated with ωB97M-V/def2-TZVPD.

ORCA input file:
```
! RIJCOSX wB97M-V def2-TZVPD def2/J DEFGRID3
* xyz -1 1
C -1.52 -0.50 -3.11
C -1.01 0.58 -2.13
C 0.46 0.46 -1.61
I 1.59 -1.03 -2.76
As 0.69 0.07 0.41
I -0.86 2.14 1.09
C -0.84 -1.27 0.40
C -2.19 -0.83 0.89
O -3.16 -0.86 0.21
C 1.20 -0.30 2.35
C 0.10 -0.46 3.38
F 1.95 -1.49 2.39
P 2.55 1.65 0.43
O 3.59 1.29 -0.84
Br 1.66 3.72 0.05
H -1.44 -1.51 -2.72
H -2.59 -0.30 -3.22
H -1.10 -0.38 -4.11
H -1.07 1.50 -2.70
H -1.77 0.65 -1.35
H 0.97 1.39 -1.85
H 1.66 -1.09 0.02
H -0.52 -2.08 1.08
H -1.00 -1.74 -0.57
H -2.34 -0.51 1.94
H 1.89 0.47 2.71
H 0.59 -0.75 4.32
H -0.42 0.46 3.62
H -0.59 -1.27 3.17
H 3.51 1.99 -1.50
*
```

Computed properties:
Gap between HOMO and LUMO = 6.432 eV
E_LUMO = 2.57 eV